Record 1
{
  "formula": "C18H32N2NiO8",
  "method": "wB97M-V/def2-TZVPD",
  "symbols": ["Ni", "C", "C", "C", "O", "C", "C", "C", "O", "O", "O", "H", "H", "C", "O", "C", "C", "N", "C", "C", "O", "C", "H", "H", "H", "H", "H", "H", "H", "H", "H", "H", "H", "H", "H", "H", "H", "C", "O", "C", "C", "N", "C", "C", "O", "C", "H", "H", "H", "H", "H", "H", "H", "H", "H", "H", "H", "H", "H", "H", "H"],
  "xyz": [[-0.5098, 0.0484, -0.0886], [2.9151, -2.1717, -0.0240], [1.9327, -1.1999, 0.0110], [2.2166, 0.1124, -0.7618], [1.2192, 0.9251, -0.7898], [3.4180, 0.3300, -1.4167], [4.3524, -0.7259, -1.5307], [4.0861, -2.0247, -0.7970], [4.8760, -2.9705, -0.8440], [5.3975, -0.5333, -2.1561], [0.7922, -1.2815, 0.5748], [2.7536, -3.1032, 0.5025], [3.5774, 1.2608, -1.9376], [-0.9115, 3.0477, -1.0646], [-1.3648, 1.7065, -1.1510], [-1.7182, 1.4044, -2.4846], [-1.9734, -0.0695, -2.6535], [-0.9676, -0.8964, -1.9828], [-1.3586, -2.3316, -2.0394], [-0.1578, -3.2081, -1.7753], [0.7323, -2.9766, -2.8476], [1.8480, -3.8594, -2.7865], [-0.1768, 3.3809, -1.7998], [-0.4914, 3.2782, -0.0895], [-1.7938, 3.6844, -1.2149], [-0.9154, 1.6541, -3.1900], [-2.5590, 1.9905, -2.8752], [-1.9089, -0.2419, -3.7421], [-3.0037, -0.4138, -2.5242], [-0.1886, -0.9436, -2.6484], [-1.7323, -2.6113, -3.0305], [-2.1583, -2.5144, -1.3180], [-0.4822, -4.2577, -1.7860], [0.3213, -3.0658, -0.8041], [1.5313, -4.9021, -2.8501], [2.4302, -3.6702, -1.8816], [2.4974, -3.5963, -3.6189], [-3.7984, -0.6173, 0.3174], [-2.4484, -0.3841, 0.6958], [-2.4349, -0.0327, 2.0815], [-1.0412, 0.2420, 2.5988], [-0.4409, 1.2442, 1.7036], [0.9586, 1.5556, 2.1049], [1.0516, 2.1683, 3.4838], [0.3252, 3.3827, 3.4503], [0.1451, 3.9314, 4.7463], [-3.8787, -0.9027, -0.7263], [-4.3850, 0.2863, 0.4956], [-4.2207, -1.4424, 0.8961], [-2.9088, -0.8099, 2.6889], [-3.0098, 0.8944, 2.2066], [-0.4019, -0.6383, 2.6407], [-1.1855, 0.6471, 3.6060], [-0.8929, 2.1512, 1.7972], [1.4000, 2.2420, 1.3848], [1.5372, 0.6353, 2.0325], [2.0941, 2.3541, 3.7676], [0.7128, 1.4787, 4.2684], [-0.3120, 4.9052, 4.5722], [1.1208, 4.1025, 5.2067], [-0.5114, 3.3520, 5.3971]],
  "multiplicity": 3,
  "gap_ev": [6.7, 6.7],
  "de_lowest_kcal_mol": 0.00
}

=====

Record 2
{
  "formula": "C18H32N7O2S2",
  "method": "wB97M-V/def2-TZVPD",
  "symbols": ["N", "C", "C", "N", "N", "C", "S", "C", "S", "C", "N", "C", "C", "C", "C", "C", "N", "H", "H", "H", "H", "H", "H", "H", "H", "H", "H", "C", "C", "C", "O", "C", "N", "H", "H", "H", "H", "H", "H", "H", "H", "H", "H", "H", "C", "C", "C", "O", "C", "N", "H", "H", "H", "H", "H", "H", "H", "H", "H", "H", "H"],
  "xyz": [[0.6134, 0.4528, -1.1715], [1.1349, 0.1501, -2.5077], [0.5238, 1.0603, -3.4977], [1.1809, 2.1167, -3.9668], [2.4955, 2.4954, -3.6001], [2.5075, 3.0258, -2.4727], [2.5756, 3.6718, -1.1015], [0.3945, 2.8176, -4.8706], [0.9271, 4.2383, -5.7077], [-0.7688, 2.1364, -4.9138], [-0.6963, 1.0480, -4.0688], [-1.7576, 0.0894, -3.8305], [-2.9489, 0.2554, -4.4953], [-3.9461, -0.6767, -4.2906], [-3.6798, -1.6993, -3.4004], [-2.4565, -1.7359, -2.7744], [-1.4635, -0.8666, -2.9749], [1.0600, -0.1949, -0.5259], [-0.3648, 0.1925, -1.1364], [2.2008, 0.3277, -2.4689], [1.0288, -0.8948, -2.7872], [-0.1733, 4.9948, -5.5925], [-1.6050, 2.4284, -5.5113], [-3.1244, 1.0774, -5.1605], [-4.8898, -0.5892, -4.7957], [-4.4111, -2.4587, -3.1925], [-2.2634, -2.5199, -2.0607], [0.2436, -3.7225, 0.7055], [0.8947, -2.8504, 1.7759], [0.3669, -3.0817, 3.1971], [-0.9172, -2.5488, 3.4584], [-2.0065, -3.2963, 2.9517], [0.7721, -1.4410, 1.3845], [-0.7363, -3.3475, 0.4100], [0.8619, -3.7335, -0.1932], [0.1293, -4.7527, 1.0448], [1.9580, -3.1049, 1.7917], [1.0343, -2.5616, 3.8879], [0.3998, -4.1458, 3.4644], [-1.8263, -4.3722, 3.0265], [-2.2293, -3.0272, 1.9159], [-2.8799, -3.0467, 3.5527], [1.3127, -0.8672, 2.0266], [-0.1896, -1.1590, 1.5576], [0.4763, 2.8507, 4.2767], [1.7362, 2.7577, 3.4205], [1.6070, 1.8427, 2.1927], [1.6202, 0.4526, 2.4622], [0.4136, -0.0798, 2.9811], [2.8609, 2.3764, 4.2782], [0.3601, 1.9904, 4.9330], [0.5291, 3.7288, 4.9188], [-0.4208, 2.9387, 3.6601], [1.9365, 3.7626, 3.0344], [2.4801, 2.0151, 1.5571], [0.7218, 2.1038, 1.5932], [-0.4620, 0.3918, 2.5243], [0.3665, 0.0208, 4.0657], [0.3984, -1.1470, 2.7546], [3.7278, 2.4448, 3.7532], [2.7726, 1.3866, 4.4914]],
  "total_charge": 1,
  "gap_ev": 6.6
}

=====

Record 3
{
  "formula": "C18H32NPSiZn",
  "method": "wB97M-V/def2-TZVPD",
  "symbols": ["C", "C", "C", "C", "C", "C", "C", "C", "N", "Zn", "C", "P", "H", "H", "H", "H", "H", "H", "H", "H", "C", "C", "H", "C", "C", "H", "H", "H", "H", "H", "H", "H", "H", "H", "H", "H", "H", "H", "H", "C", "Si", "C", "C", "C", "C", "H", "H", "H", "H", "H", "H", "H", "H", "H"],
  "xyz": [[-2.8093, 0.2080, -4.0991], [-2.6123, -1.0202, -3.4536], [-1.9094, -1.0868, -2.2339], [-1.3886, 0.0842, -1.6331], [-1.5662, 1.3140, -2.3245], [-2.2745, 1.3766, -3.5385], [-1.6908, -2.4170, -1.5447], [-0.2283, -2.8883, -1.3677], [0.8182, -1.8336, -1.1170], [0.0000, 0.0000, 0.0000], [-0.8689, 2.5352, -1.7519], [0.7905, 1.9095, -1.1800], [-3.0083, -1.9406, -3.9016], [-2.3983, 2.3372, -4.0538], [-3.3618, 0.2526, -5.0440], [-1.3852, 2.9086, -0.8466], [-0.7818, 3.3685, -2.4720], [-2.1461, -2.3587, -0.5448], [-2.2169, -3.2212, -2.0896], [-0.1951, -3.5829, -0.5136], [1.5189, 3.2536, -0.1523], [1.7911, 1.9991, -2.7355], [0.1003, -3.4591, -2.2586], [1.3751, -1.3983, -2.4207], [1.9116, -2.4285, -0.3077], [-0.6716, 1.1424, 0.8329], [1.8662, -2.2509, -2.9330], [0.5611, -1.0118, -3.0507], [2.1161, -0.6065, -2.2438], [2.4442, -3.1743, -0.9149], [2.6194, -1.6438, 0.0311], [1.4729, -2.9358, 0.5637], [1.8081, 3.0346, -3.1190], [2.8256, 1.6659, -2.5488], [1.3307, 1.3435, -3.4920], [1.6705, 4.1769, -0.7384], [0.8397, 3.4530, 0.6922], [2.4852, 2.9133, 0.2560], [1.1679, -0.0183, 1.1628], [-1.5242, 0.8800, 5.7951], [0.0000, 0.0000, 5.1739], [1.5242, 0.8800, 5.7950], [0.0000, -1.7600, 5.7951], [0.0000, 0.0000, 3.3039], [0.0000, 0.0000, 2.0000], [-1.5240, 0.8799, 6.9044], [-2.4296, 0.3566, 5.4252], [-1.5238, 1.9258, 5.4250], [1.5241, 0.8800, 6.9043], [2.4297, 0.3567, 5.4249], [1.5237, 1.9259, 5.4249], [-0.9059, -2.2825, 5.4252], [0.9059, -2.2824, 5.4249], [0.0001, -1.7599, 6.9044]],
  "gap_ev": 6.6
}

=====

Record 4
{
  "formula": "C18H33As2N4OS10Si3Tc",
  "method": "wB97M-V/def2-TZVPD",
  "symbols": ["Tc", "N", "C", "N", "C", "C", "S", "C", "C", "S", "C", "N", "N", "H", "H", "H", "H", "H", "H", "S", "As", "S", "S", "S", "O", "C", "S", "C", "C", "S", "S", "S", "C", "Si", "C", "C", "As", "Si", "C", "C", "C", "Si", "C", "C", "C", "H", "H", "H", "H", "H", "H", "H", "H", "H", "H", "H", "H", "H", "H", "H", "H", "H", "H", "H", "H", "H", "H", "H", "H", "H", "H", "H"],
  "xyz": [[0.9965, 0.2921, 0.7475], [5.0994, 1.1725, 1.4050], [4.9893, 1.3603, 0.0682], [4.0190, 2.0217, -0.4868], [4.1452, 2.0094, -1.8585], [5.2063, 1.3279, -2.3583], [6.1115, 0.6363, -1.0624], [3.1197, 2.7135, -2.6440], [2.8898, 2.5687, -3.9719], [1.5038, 3.4870, -4.4335], [1.3824, 4.0512, -2.7922], [2.2729, 3.5843, -1.9876], [0.3488, 4.8700, -2.3820], [4.5106, 1.7634, 1.9949], [5.9931, 0.9128, 1.7808], [5.5102, 1.2019, -3.3839], [3.4011, 1.9454, -4.6848], [0.0963, 5.6172, -3.0082], [0.4709, 5.1638, -1.4219], [-0.1437, 2.9328, 4.4889], [1.4593, 2.4026, 3.2547], [0.8012, 2.4650, 1.0581], [1.6720, 0.1710, 2.9492], [3.3338, 3.2811, 3.5176], [3.9811, -2.5052, -4.8115], [3.4637, -1.9978, -3.8512], [2.1503, -0.8095, -3.9549], [1.9506, -0.5651, -2.2345], [2.7688, -1.2754, -1.4259], [2.6551, -1.1593, 0.2982], [3.9310, -2.3449, -2.1785], [0.7878, 0.5498, -1.6271], [-2.3780, -0.9178, -2.4418], [-2.7124, 0.0394, -0.8712], [-2.4683, 1.8770, -1.0559], [-4.4961, -0.3113, -0.3989], [-1.3114, -0.7046, 0.8980], [-2.4769, -0.3022, 2.9444], [-3.0886, 1.4503, 2.8142], [-3.9082, -1.5166, 3.0133], [-1.4174, -0.6263, 4.4308], [-0.9801, -3.0279, 0.5717], [-0.0173, -3.2796, -1.0111], [-2.6605, -3.8505, 0.4254], [-0.0751, -3.6495, 2.0788], [-3.0941, -0.5852, -3.1999], [-2.5225, -1.9911, -2.3001], [-1.3712, -0.7454, -2.8173], [-3.2639, 2.2931, -1.6811], [-1.5095, 2.1193, -1.5160], [-2.5029, 2.3740, -0.0843], [-5.1368, 0.0171, -1.2229], [-4.8099, 0.2207, 0.4990], [-4.6708, -1.3783, -0.2476], [-3.7816, 1.5751, 1.9801], [-2.2422, 2.1301, 2.6930], [-3.6027, 1.7401, 3.7343], [-4.5053, -1.5737, 2.1050], [-4.5652, -1.2035, 3.8312], [-3.5424, -2.5167, 3.2567], [-0.6555, 0.1394, 4.5642], [-0.9399, -1.6067, 4.3836], [-2.0754, -0.6063, 5.3066], [0.0720, -2.3531, -1.5795], [-0.5024, -4.0264, -1.6442], [0.9962, -3.6189, -0.7894], [-3.2076, -3.4783, -0.4436], [-3.2805, -3.6940, 1.3085], [-2.5213, -4.9273, 0.2917], [0.8306, -3.0614, 2.2437], [0.2144, -4.6960, 1.9539], [-0.6972, -3.5716, 2.9731]],
  "total_charge": -1,
  "multiplicity": 2,
  "gap_ev": [6.0, 6.5],
  "de_lowest_kcal_mol": 0.00
}